This record from the OMol25 dataset describes a cluster of 8 separate species, C34H68ClF4N18O13S in total in a non-equilibrium geometry. The level of theory is wB97M-V/def2-TZVPD.

Geometry (Å):
C  -3.21703  -0.42451  -8.00823
C  -4.34337  -1.43635  -7.96417
C  -4.91366  -2.07955  -6.53475
O  -6.12749  -2.67686  -6.62725
O  -4.12832  -2.00446  -5.28115
C  -4.01944  -3.37529  -4.72207
C  -2.45057  -3.63153  -4.26698
C  -2.30869  -3.26630  -2.67025
C  -0.70088  -3.49078  -2.29338
C  -0.22315  -2.30455  -1.26131
C  0.28804  -0.92619  -2.06142
N  1.30290  -0.12341  -1.28559
C  0.75464  1.16260  -0.71534
N  0.30522  1.21404  0.57975
C  0.24527  0.08445  1.57585
C  1.72709  0.02577  2.31136
C  1.65501  -1.12454  3.47663
C  1.84513  -0.47913  4.97204
C  2.73667  -1.25890  6.11223
C  2.91862  -0.56860  7.61664
C  2.21844  0.86872  8.01540
C  1.28809  1.63214  6.88977
C  1.13763  0.95090  5.39845
N  0.78909  2.42536  -1.52182
C  -0.43376  2.77210  -2.27586
F  -0.70843  1.92450  -3.49707
F  -0.51720  4.20590  -2.75229
C  -1.84120  2.61724  -1.37735
F  -2.83520  3.57272  -1.99598
F  -2.45595  1.27609  -1.48308
C  2.10710  2.77920  -2.09889
Cl  2.23892  3.09898  -3.90213
C  2.72877  4.01690  -1.15974
C  2.49652  5.50531  -1.79984
C  2.23271  6.52082  -0.49690
S  0.46488  6.40762  0.15455
O  0.08261  4.95741  0.64515
O  0.38327  7.29564  1.45219
O  -0.59787  7.02387  -1.02995
O  3.02714  1.62587  -1.81266
C  2.42139  0.35476  -2.23657
C  3.59909  -0.82643  -2.10595
N  4.12816  -1.13931  -3.52088
H  -2.08114  -0.78956  -8.04087
H  -3.44764  0.72239  -8.04778
H  -4.82034  -1.71038  -9.00297
H  -4.28441  -4.21312  -5.52036
H  -4.69217  -3.51219  -3.74674
H  -1.68285  -2.92900  -4.84754
H  -2.12508  -4.76472  -4.40102
H  -2.54706  -2.14803  -2.40627
H  -2.99147  -3.93181  -1.98299
H  -0.62043  -4.50743  -1.70607
H  -0.01318  -3.58393  -3.23637
H  -1.14694  -1.96464  -0.58595
H  0.68561  -2.64596  -0.59489
H  0.72310  -1.34571  -3.09179
H  -0.69429  -0.35862  -2.34610
H  -0.03230  2.16416  0.92049
H  -0.13085  -0.94078  1.16421
H  -0.51514  0.39493  2.44203
H  2.06288  1.09835  2.71557
H  2.52706  -0.25054  1.48313
H  0.64579  -1.70986  3.37164
H  2.54561  -1.87005  3.28280
H  3.27975  -2.28420  5.93864
H  3.55335  -1.08975  8.48181
H  2.33617  1.38401  9.07021
H  0.71982  2.63682  7.08104
H  0.49998  1.48806  4.55096
H  -1.70176  3.00351  -0.26692
H  2.36312  3.89399  -0.04557
H  3.89936  3.81552  -1.14388
H  3.52923  5.88065  -2.26074
H  1.62678  5.59029  -2.57706
H  2.92151  6.08286  0.37391
H  2.60838  7.61364  -0.68640
H  -0.00133  7.52357  -1.68173
H  2.09386  0.32162  -3.36984
H  4.45179  -0.50880  -1.37019
H  3.03367  -1.82360  -1.77384
H  3.38176  -1.58744  -4.10361
H  4.44275  -0.26222  -3.99746
C  0.59553  0.37764  11.63480
O  1.31559  0.28171  10.65354
N  1.04986  0.78688  12.83307
N  -0.71669  0.08291  11.60567
H  0.47247  0.87219  13.65249
H  2.03246  1.01883  12.89834
H  -1.09914  -0.22909  10.72260
H  -1.32563  0.15569  12.40321
C  -4.80466  2.77478  -6.47316
O  -4.08460  2.67886  -7.45442
N  -4.35033  3.18403  -5.27489
N  -6.11688  2.48006  -6.50229
H  -4.92772  3.26933  -4.45547
H  -3.36774  3.41597  -5.20962
H  -6.49933  2.16805  -7.38536
H  -6.72582  2.55283  -5.70475
C  1.84274  -4.17091  9.90548
O  0.66619  -4.30963  9.61044
N  2.73621  -5.17326  9.82331
N  2.35115  -3.00333  10.33896
H  3.70896  -5.07843  10.06179
H  2.39464  -6.06943  9.50118
H  1.71212  -2.22280  10.41530
H  3.31707  -2.86976  10.58662
C  -1.44792  -7.92187  -4.63665
O  -1.72610  -6.77780  -4.95955
N  -2.00875  -8.99815  -5.21703
N  -0.55555  -8.20876  -3.67177
H  -1.79261  -9.94777  -4.96483
H  -2.68616  -8.82633  -5.94856
H  -0.11006  -7.42706  -3.20926
H  -0.31344  -9.14433  -3.39200
C  -3.45847  -2.82389  1.13645
O  -2.23765  -2.82552  1.12387
N  -4.19518  -2.27471  0.15389
N  -4.17633  -3.37125  2.13380
H  -5.20112  -2.26352  0.14653
H  -3.69368  -1.85171  -0.61625
H  -3.66035  -3.79553  2.89352
H  -5.18197  -3.37965  2.16175
C  0.39047  4.20815  -7.59980
O  1.61129  4.20652  -7.61238
N  -0.34624  4.75732  -8.58236
N  -0.32739  3.66079  -6.60245
H  -1.35219  4.76852  -8.58972
H  0.15526  5.18033  -9.35249
H  0.18859  3.23651  -5.84273
H  -1.33304  3.65239  -6.57450
C  4.61641  2.16711  3.47260
O  3.83497  2.22801  2.53655
N  4.21537  1.99036  4.74448
N  5.94844  2.27108  3.31604
H  4.84364  1.93769  5.52845
H  3.22014  1.90734  4.90625
H  6.29239  2.40497  2.37413
H  6.60766  2.22339  4.07455

Results
Charge: +1
Largest force on an atom (eV/A): 8.43
M (g/mol): 1080.54
HOMO (eV): -9.03
E_LUMO (Eh): -0.14443

=====

This record from the OMol25 dataset describes a cluster of 5 separate species, C34H68ClNO11P2 in total in a non-equilibrium geometry. The level of theory is wB97M-V/def2-TZVPD.

Geometry (Å):
C  -1.24966  5.62845  -1.62746
O  -1.96235  4.52411  -0.96743
C  -1.06646  3.72602  -0.10013
C  -1.87533  2.51182  0.71839
C  -0.85110  1.29005  1.10567
C  -1.05109  -0.08655  0.22407
C  0.22423  -0.51408  -0.70286
P  1.49177  -1.00816  0.63124
O  1.02673  -2.20921  1.58179
C  1.03810  0.77498  -1.39613
O  2.15642  1.38729  -1.00103
O  0.20545  0.98984  -2.58168
C  -0.52972  -0.21040  -3.10916
C  -0.16805  -0.25723  -4.73554
C  0.76672  0.94203  -5.32591
C  1.00189  0.80793  -6.97660
C  0.26897  -0.47466  -7.66128
N  -0.56292  -1.56365  -7.08195
C  -0.82317  -1.46903  -5.61382
P  -2.29768  0.43483  -3.14163
O  -2.32631  1.86654  -2.39709
O  -3.53917  -0.50854  -2.39518
O  -2.91067  0.81038  -4.76909
C  0.03280  -1.36059  -2.09257
C  -1.09445  -2.55885  -2.18677
C  1.29817  -2.02109  -2.86888
C  2.30506  -3.01101  -2.08041
C  1.70509  -4.06220  -1.00463
Cl  1.44311  -5.77474  -1.76146
H  -1.06542  6.48632  -0.83401
H  -0.29065  5.31607  -2.22313
H  -1.98939  6.10319  -2.43474
H  -0.55487  4.49958  0.64540
H  -0.18209  3.27512  -0.75546
H  -2.86502  2.18258  0.18703
H  -2.18697  3.01847  1.75341
H  -1.07486  1.02602  2.24840
H  0.23205  1.73122  1.09139
H  -1.18835  -0.95953  1.02771
H  -2.07823  0.00662  -0.31525
H  2.82536  -1.27479  0.15907
H  1.64095  0.13589  1.54402
H  1.23873  1.85266  -4.78000
H  1.62882  1.62453  -7.57818
H  0.43830  -0.55413  -8.84221
H  -1.50783  -2.32779  -5.14484
H  -4.03363  -0.00357  -1.67281
H  -3.47651  0.03813  -5.08923
H  -1.64054  -2.66230  -1.13101
H  -0.62789  -3.63416  -2.41536
H  -1.90641  -2.41149  -3.01377
H  1.98269  -1.11416  -3.24180
H  0.87489  -2.65822  -3.78625
H  2.82040  -3.68446  -2.92573
H  3.21382  -2.34259  -1.68655
H  0.71037  -3.77490  -0.47049
H  2.52865  -4.24265  -0.16050
C  4.52436  -1.71174  7.04957
C  4.39603  -0.58397  6.04070
O  4.33997  -1.03313  4.68992
C  3.24320  -1.87683  4.34493
C  1.89038  -1.21107  4.52442
H  5.36243  -2.36671  6.79400
H  4.68063  -1.31002  8.05487
H  3.62170  -2.33029  7.07364
H  5.28259  0.05611  6.11804
H  3.53439  0.05226  6.26632
H  3.29856  -2.81804  4.90063
H  3.37017  -2.13215  3.28753
H  1.67749  -1.01494  5.57909
H  1.09401  -1.85315  4.13639
H  1.85856  -0.25029  4.00040
C  -5.46920  3.33121  0.78399
C  -5.35051  2.26381  1.85764
O  -4.90264  2.76726  3.11281
C  -5.73422  3.74048  3.74135
C  -7.12279  3.22346  4.07319
H  -4.53757  3.89781  0.69629
H  -5.70151  2.87678  -0.18346
H  -6.26523  4.04522  1.01739
H  -4.60597  1.52637  1.53589
H  -6.29229  1.71958  1.97998
H  -5.78444  4.64792  3.13160
H  -5.23259  4.01991  4.67391
H  -7.69846  3.01250  3.16753
H  -7.67716  3.96460  4.65665
H  -7.06310  2.29276  4.64674
C  -1.25987  -6.36480  -10.16016
C  -1.63365  -6.88544  -8.78343
O  -1.05679  -6.13764  -7.71689
C  -1.42422  -4.76227  -7.63260
C  -2.91158  -4.54757  -7.41528
H  -0.17430  -6.27127  -10.25743
H  -1.62984  -7.03919  -10.93782
H  -1.69085  -5.37551  -10.34324
H  -1.25637  -7.90980  -8.68337
H  -2.72017  -6.94280  -8.66395
H  -1.07021  -4.21981  -8.51474
H  -0.88199  -4.34934  -6.77535
H  -3.49320  -4.86471  -8.28548
H  -3.12315  -3.48859  -7.23964
H  -3.26556  -5.12731  -6.55662
C  4.97524  3.37048  6.50296
C  4.50873  4.30786  7.60290
O  4.08481  3.63260  8.78350
C  5.06625  2.84294  9.45205
C  6.25493  3.64872  9.94532
H  4.21843  2.60797  6.29688
H  5.17694  3.92884  5.58427
H  5.89531  2.84964  6.78609
H  3.64069  4.86927  7.23821
H  5.27765  5.04879  7.84350
H  5.38687  2.01439  8.81294
H  4.56532  2.39338  10.31597
H  6.84146  4.04751  9.11282
H  6.91672  3.02202  10.55057
H  5.92281  4.49997  10.54847

Results
Largest force on an atom (eV/A): 8.99
M (g/mol): 764.32
HOMO (eV): -9.40
E_LUMO (Eh): -0.03424

=====

no.,frontier orbital gap (Ha)
1,0.188
2,0.311